(1)
DFT (the ωB97M-V functional and the def2-TZVPD basis) results for a cluster of 3 separate species, C4H7NO in total in a non-equilibrium geometry.

Values from the calculation:
structure (SMILES) = C=CC#N.[H][H].C=O
E_HOMO = -10.2876 eV
electronic energy = -7796.2563 eV

Last column: Mulliken charge in e.
Element x y z (Å)
O1 -0.949 0.416 1.673  -0.4461
N1 -0.377 -2.142 -0.972  -0.4319
C1 0.348 0.154 -1.946  -0.0999
C2 -0.049 -1.127 -1.424  0.3572
C3 0.156 1.261 -1.230  -0.5567
C4 -1.076 -0.786 1.649  -0.1787
H1 -2.072 -1.257 1.582  0.2923
H2 -0.211 -1.472 1.690  0.2989
H3 0.784 0.165 -2.940  0.3184
H4 1.997 0.669 1.756  0.2050
H5 -0.323 1.225 -0.256  0.1920
H6 1.301 0.664 2.022  -0.2098
H7 0.471 2.230 -1.604  0.2592

(2)
DFT (the ωB97M-V functional and the def2-TZVPD basis) results for an isolated molecule of C4H7NO in a non-equilibrium geometry.

Values from the calculation:
structure (SMILES) = C[C@@H](O)[C@H]1C=N1
E_HOMO = -10.1053 eV
electronic energy = -7796.7110 eV

Last column: Mulliken charge in e.
Element x y z (Å)
O1 0.535 1.702 -0.259  -0.5256
N1 -2.006 0.280 -0.880  -0.4623
C1 0.257 0.436 0.235  0.5127
C2 1.538 -0.262 0.622  -1.3637
C3 -1.861 -0.783 -0.232  -0.3107
C4 -0.625 -0.315 -0.736  -0.1570
H1 -0.308 2.015 -0.625  0.3746
H2 -2.469 -1.558 0.206  0.3206
H3 -0.199 -0.707 -1.644  0.4040
H4 1.329 -1.233 1.075  0.3512
H5 2.171 -0.414 -0.249  0.3455
H6 2.091 0.341 1.336  0.3359
H7 -0.451 0.497 1.150  0.1749

(3)
DFT (the ωB97M-V functional and the def2-TZVPD basis) results for an isolated molecule of C4H7NO in a non-equilibrium geometry.

Values from the calculation:
E_HOMO = -7.3189 eV
electronic energy = -7793.8898 eV

Last column: Mulliken charge in e.
Element x y z (Å)
O1 -2.655 -0.756 -2.291  -0.2912
N1 0.358 -0.239 0.941  -0.2179
C1 -2.251 -0.292 -1.105  -0.5484
C2 1.688 -0.123 1.507  -0.7838
C3 -0.147 0.675 0.069  -0.0934
C4 -1.194 0.415 -0.803  0.0564
H1 1.892 0.920 1.753  0.2828
H2 -0.042 -1.163 0.871  0.2750
H3 0.205 1.693 0.218  0.3849
H4 -0.085 0.696 -1.426  0.0766
H5 -1.979 -0.646 -2.985  0.2697
H6 2.468 -0.478 0.822  0.3001
H7 1.743 -0.701 2.430  0.2891

(4)
DFT (the ωB97M-V functional and the def2-TZVPD basis) results for a cluster of 2 separate species, C4H7NO in total in a non-equilibrium geometry.

Values from the calculation:
E_HOMO (alpha / beta) = -7.9358 / -7.9085 eV
electronic energy = -7794.8589 eV

Last column: Mulliken charge in e.
Element x y z (Å)
O1 -0.255 1.019 -0.195  -0.2467
N1 0.315 -1.936 2.078  -0.4516
C1 1.475 -0.345 -1.111  -0.9906
C2 -0.271 -0.970 1.825  0.3153
C3 0.068 -0.099 -0.710  0.0676
C4 -1.436 1.305 0.413  -0.7661
H1 -0.724 -0.829 -0.878  0.4642
H2 2.115 0.473 -0.770  0.2820
H3 -0.862 -0.032 1.641  0.2090
H4 -2.288 0.763 0.000  0.3091
H5 -1.531 2.373 0.568  0.2071
H6 1.827 -1.280 -0.660  0.3036
H7 1.569 -0.442 -2.200  0.2970

(5)
DFT (the ωB97M-V functional and the def2-TZVPD basis) results for a structure of composition C4H7NO in a non-equilibrium geometry.

Values from the calculation:
E_HOMO = -11.1642 eV
electronic energy = -7796.0974 eV

Last column: Mulliken charge in e.
Element x y z (Å)
O1 -1.929 -0.462 1.076  -0.5613
N1 -1.697 0.757 -2.138  -0.4024
C1 0.357 0.380 0.721  -0.3907
C2 -1.367 0.344 -1.110  0.1166
C3 -0.901 -0.223 0.164  0.3046
C4 1.507 0.195 -0.260  -1.1325
H1 0.549 -0.110 1.683  0.2456
H2 0.160 1.436 0.928  0.2759
H3 -1.517 -1.366 0.650  0.3328
H4 1.692 -0.869 -0.458  0.3346
H5 1.291 0.682 -1.218  0.3555
H6 2.423 0.626 0.144  0.3321
H7 -0.569 -1.389 -0.181  0.1893

(6)
DFT (the ωB97M-V functional and the def2-TZVPD basis) results for an isolated molecule of C4H7NO.

Values from the calculation:
structure (SMILES) = C1N[C@H]1[C@H]1CO1
E_HOMO = -9.5627 eV
electronic energy = -7796.6758 eV

Last column: Mulliken charge in e.
Element x y z (Å)
O1 1.118 -0.786 0.975  -0.4408
N1 -1.215 0.930 0.470  -0.6291
C1 -0.526 0.228 -0.606  -0.0089
C2 0.779 -0.474 -0.366  -0.0790
C3 -1.817 -0.277 -0.096  -0.4912
C4 1.871 0.227 0.310  -0.3684
H1 2.908 -0.019 0.085  0.2769
H2 1.693 1.239 0.673  0.2291
H3 1.037 -1.252 -1.089  0.3820
H4 -2.729 -0.109 -0.663  0.2604
H5 -0.541 0.755 -1.560  0.3293
H6 -0.818 0.664 1.369  0.2966
H7 -1.801 -1.177 0.515  0.2432

(7)
DFT (the ωB97M-V functional and the def2-TZVPD basis) results for an isolated molecule of C4H7NO in a non-equilibrium geometry.

Values from the calculation:
structure (SMILES) = C#C[C@@H](N)CO
E_HOMO = -9.7384 eV
electronic energy = -7796.0311 eV

Last column: Mulliken charge in e.
Element x y z (Å)
O1 2.199 -0.513 -0.141  -0.5359
N1 0.048 1.563 0.139  -0.6266
C1 0.882 -0.823 0.275  -0.6423
C2 -2.617 -0.459 0.060  0.0996
C3 -0.061 0.193 -0.329  0.1675
C4 -1.451 -0.174 -0.187  -0.7418
H1 0.380 0.157 -1.389  0.2467
H2 0.585 -1.863 -0.038  0.3630
H3 0.186 1.556 1.183  0.2737
H4 0.844 2.040 -0.457  0.3035
H5 2.379 0.425 0.302  0.3556
H6 -3.579 -0.786 0.244  0.4649
H7 0.756 -0.785 1.389  0.2720

(8)
DFT (the ωB97M-V functional and the def2-TZVPD basis) results for an isolated molecule of C4H7NO in a non-equilibrium geometry.

Values from the calculation:
E_HOMO (alpha / beta) = -7.3170 / -7.1004 eV
electronic energy = -7795.2267 eV

Last column: Mulliken charge in e.
Element x y z (Å)
O1 -1.105 -0.437 -1.223  -0.2128
N1 0.687 -0.446 0.102  -0.1432
C1 0.177 -0.353 1.497  -0.7708
C2 -0.815 0.850 -1.020  -0.2486
C3 -0.177 -1.214 -0.700  -0.3557
C4 0.613 0.841 -0.613  -0.3663
H1 -1.372 1.563 -1.607  0.3390
H2 -0.918 -0.415 1.567  0.2944
H3 0.971 1.663 0.008  0.3181
H4 -0.438 -2.247 -0.529  0.3246
H5 0.620 -1.155 2.093  0.2869
H6 1.267 0.748 -1.508  0.2348
H7 0.489 0.602 1.932  0.2999

Taking the records one at a time from the top gives relative energy (zero: lowest compared OMol25 entry of this formula, charge and spin) values of 326.9, 283.0, 555.2, 461.7, 342.2, 286.4, 348.6, 426.2 kJ/mol.